1.
5 unconnected molecules or ions with the total composition C31H59IN3O9S in a non-equilibrium geometry. Source: OMol25; level of theory: ωB97M-V/def2-TZVPD.

Results
Frontier orbital gap ... 6.12 eV
DFT total energy ... -2753.1934 hartree
Charge ... +1

Positions of all 104 atoms, in Å:
C: 4.209 -1.459 -1.284
C: 2.627 -1.095 -1.442
C: 2.259 -0.875 -3.006
I: 2.549 -2.684 -4.220
C: 0.806 -0.230 -3.225
N: 0.804 1.138 -3.741
C: -0.391 1.903 -4.009
N: -0.283 3.262 -4.563
C: -1.798 1.276 -3.702
S: -3.258 2.334 -4.073
C: -1.876 -0.199 -3.140
C: -3.317 -0.768 -2.845
C: -4.406 -0.010 -1.987
C: -5.749 -0.746 -1.819
N: -6.177 -2.017 -2.274
C: -5.224 -2.757 -3.022
C: -3.841 -2.162 -3.327
C: -0.541 -0.982 -2.919
C: -0.525 -2.490 -2.401
O: -1.527 -2.796 -1.408
C: -1.863 -4.217 -1.576
H: 4.478 -2.376 -1.909
H: 4.460 -1.730 -0.191
H: 4.801 -0.546 -1.634
H: 2.409 -0.164 -0.803
H: 2.066 -1.963 -0.959
H: 3.054 -0.128 -3.396
H: 1.711 1.597 -3.963
H: 0.321 3.279 -5.400
H: 0.041 3.921 -3.840
H: -3.666 2.184 -5.397
H: -4.217 1.027 -1.553
H: -6.540 -0.157 -1.218
H: -5.515 -3.805 -3.397
H: -3.112 -2.811 -3.936
H: -0.741 -3.156 -3.326
H: 0.509 -2.837 -2.021
H: -0.912 -4.842 -1.419
H: -2.662 -4.533 -0.803
H: -2.315 -4.448 -2.603
C: -5.823 -5.709 1.074
O: -4.651 -4.938 0.844
C: -4.888 -3.538 0.974
C: -4.384 -3.011 2.314
O: -5.147 -3.538 3.397
C: -4.475 -4.594 4.069
H: -5.529 -6.756 1.174
H: -6.337 -5.404 1.988
H: -6.501 -5.617 0.220
H: -5.949 -3.305 0.833
H: -4.330 -3.044 0.171
H: -4.511 -1.924 2.333
H: -3.318 -3.227 2.445
H: -3.661 -4.188 4.677
H: -4.082 -5.336 3.370
H: -5.190 -5.089 4.728
C: -5.383 7.082 -1.105
O: -5.348 6.716 0.268
C: -6.276 5.678 0.576
C: -5.577 4.328 0.700
O: -5.061 3.894 -0.559
C: -3.661 4.105 -0.669
H: -4.515 7.710 -1.313
H: -5.344 6.207 -1.760
H: -6.290 7.658 -1.313
H: -7.081 5.639 -0.166
H: -6.726 5.929 1.542
H: -6.312 3.581 1.017
H: -4.786 4.363 1.456
H: -3.128 3.370 -0.057
H: -3.376 5.116 -0.370
H: -3.376 3.962 -1.714
C: 2.609 -1.470 2.512
O: 3.792 -0.716 2.287
C: 3.570 0.688 2.407
C: 4.069 1.216 3.749
O: 3.291 0.704 4.827
C: 3.945 -0.358 5.510
H: 2.888 -2.520 2.621
H: 2.091 -1.153 3.420
H: 1.938 -1.374 1.651
H: 2.513 0.932 2.257
H: 4.140 1.170 1.607
H: 3.955 2.304 3.762
H: 5.131 0.989 3.890
H: 4.758 0.043 6.124
H: 4.335 -1.107 4.819
H: 3.218 -0.840 6.166
C: 6.769 1.174 0.575
O: 7.319 1.870 1.683
C: 8.157 1.039 2.483
C: 9.633 1.304 2.203
O: 9.991 0.897 0.884
C: 10.085 1.994 -0.013
H: 6.326 1.906 -0.104
H: 7.531 0.612 0.028
H: 5.983 0.494 0.917
H: 7.914 -0.019 2.338
H: 7.949 1.287 3.529
H: 10.234 0.706 2.896
H: 9.881 2.358 2.368
H: 10.997 2.563 0.192
H: 9.215 2.650 0.053
H: 10.141 1.599 -1.029

---

2.
A molecular structure, C31H59N3O4SeSi7TeW in a non-equilibrium geometry. Source: OMol25; level of theory: ωB97M-V/def2-TZVPD.

Results
Multiplicity ... 3
Frontier orbital gap (alpha / beta) ... 6.23 / 6.52 eV
DFT total energy ... -6445.0360 hartree

Positions of all 107 atoms, in Å:
W: 0.165 1.298 -0.357
C: -1.959 4.279 0.733
Si: -0.545 3.715 1.861
C: 0.975 4.784 1.468
C: -1.088 4.314 3.568
C: -0.188 1.841 1.765
Si: -1.639 0.940 2.601
C: -3.311 1.733 2.254
C: -1.406 0.927 4.477
C: -1.914 -0.858 2.128
Si: 1.473 1.483 2.551
C: 1.976 2.572 4.011
C: 1.789 -0.229 3.285
C: 2.748 1.849 1.179
C: 4.040 2.298 1.419
C: 4.894 2.570 0.364
C: 4.444 2.366 -0.933
C: 3.155 1.919 -1.120
N: 2.323 1.683 -0.097
H: -1.701 5.236 0.276
H: -2.868 4.436 1.315
H: -2.208 3.590 -0.072
H: 0.622 5.728 1.043
H: 1.670 4.343 0.754
H: 1.530 5.038 2.372
H: -1.248 5.394 3.491
H: -0.340 4.150 4.344
H: -2.023 3.867 3.904
H: -3.438 2.730 2.676
H: -4.073 1.090 2.705
H: -3.517 1.792 1.185
H: -1.183 1.915 4.881
H: -0.605 0.250 4.781
H: -2.326 0.577 4.951
H: -2.132 -0.974 1.066
H: -2.790 -1.189 2.694
H: -1.085 -1.520 2.382
H: 1.169 2.564 4.746
H: 2.201 3.609 3.767
H: 2.853 2.139 4.499
H: 1.531 -0.193 4.346
H: 2.856 -0.456 3.218
H: 1.247 -1.050 2.821
H: 4.366 2.441 2.441
H: 5.895 2.937 0.546
H: 5.078 2.546 -1.789
H: 2.765 1.722 -2.111
O: 0.333 0.960 -2.495
C: 0.000 1.693 -3.443
C: -0.157 3.106 -3.373
C: -0.429 3.806 -4.558
C: -0.514 5.171 -4.522
C: -0.328 5.884 -3.330
C: -0.071 5.215 -2.164
C: -0.006 3.807 -2.146
O: 0.188 3.194 -1.015
N: -0.787 5.903 -5.756
O: -0.920 5.258 -6.779
O: -0.854 7.115 -5.688
H: -0.136 1.218 -4.420
H: -0.571 3.278 -5.491
H: -0.395 6.962 -3.352
H: 0.069 5.744 -1.233
C: -2.909 -2.170 -1.847
Si: -2.287 -3.649 -0.866
C: -3.205 -3.742 0.782
C: -2.646 -5.238 -1.820
Si: 0.043 -3.482 -0.564
Te: 0.861 -1.158 -0.093
Si: 1.120 -3.979 -2.597
C: 2.945 -3.524 -2.504
C: 0.978 -5.805 -3.043
C: 0.294 -2.949 -3.943
Si: 0.845 -4.840 1.168
C: 0.138 -4.407 2.866
C: 0.329 -6.606 0.755
C: 2.730 -4.710 1.207
H: -4.001 -2.123 -1.815
H: -2.604 -2.223 -2.894
H: -2.523 -1.234 -1.439
H: -4.083 -4.384 0.684
H: -3.540 -2.755 1.096
H: -2.586 -4.145 1.587
H: -3.725 -5.409 -1.854
H: -2.184 -6.112 -1.355
H: -2.284 -5.178 -2.848
H: 3.484 -4.195 -1.832
H: 3.075 -2.508 -2.130
H: 3.408 -3.589 -3.492
H: 1.585 -6.428 -2.382
H: 1.337 -5.957 -4.064
H: -0.050 -6.166 -2.993
H: 0.257 -1.894 -3.660
H: -0.732 -3.279 -4.121
H: 0.843 -3.034 -4.884
H: -0.749 -5.007 3.076
H: -0.146 -3.358 2.957
H: 0.876 -4.616 3.643
H: -0.747 -6.736 0.894
H: 0.838 -7.309 1.420
H: 0.568 -6.882 -0.273
H: 3.072 -3.756 0.802
H: 3.185 -5.505 0.612
H: 3.109 -4.794 2.228
Se: -3.950 1.842 -2.716
C: -2.705 1.399 -1.565
N: -1.864 1.082 -0.805

---

3.
A molecular structure, C31H59N8O2PrSSbSi3 in a non-equilibrium geometry. Source: OMol25; level of theory: ωB97M-V/def2-TZVPD.

Results
Multiplicity ... 3
Frontier orbital gap (alpha / beta) ... 6.39 / 6.41 eV
DFT total energy ... -3828.3440 hartree
Charge ... +3

Positions of all 106 atoms, in Å:
Pr: -1.159 0.166 -0.406
C: -1.211 2.046 6.203
C: -0.374 1.368 5.244
N: 0.797 0.944 5.461
N: 1.282 0.658 4.179
C: 0.426 0.830 3.212
S: 0.809 0.772 1.513
N: -0.699 1.250 3.876
N: -1.881 1.657 3.307
H: -0.649 2.146 7.154
H: -2.163 1.588 6.417
H: -1.338 3.078 5.935
H: 2.183 0.270 4.082
H: -1.968 2.689 3.303
H: -2.658 1.174 3.713
C: -1.551 2.495 -3.019
N: -1.952 2.446 -1.619
C: -1.301 3.532 -0.787
C: -3.457 2.718 -1.521
C: -4.043 2.138 -0.242
N: -3.745 0.669 -0.038
C: -4.373 0.171 1.236
C: -4.269 -0.088 -1.144
H: -1.966 3.371 -3.551
H: -1.937 1.565 -3.500
H: -0.427 2.493 -3.078
H: -1.252 4.422 -1.446
H: -0.354 3.110 -0.371
H: -1.913 3.792 0.035
H: -3.949 2.324 -2.393
H: -3.627 3.773 -1.556
H: -5.159 2.260 -0.359
H: -3.701 2.684 0.665
H: -5.474 0.206 1.134
H: -3.913 0.727 2.023
H: -4.117 -0.860 1.307
H: -5.294 0.206 -1.460
H: -4.262 -1.142 -0.866
H: -3.706 0.036 -2.068
O: -0.304 -1.997 7.651
C: -1.236 -1.442 6.890
O: -1.913 -0.546 7.273
C: -1.376 -1.860 5.478
C: -0.373 -2.329 4.667
C: -0.533 -2.321 3.290
C: -1.750 -1.958 2.727
C: -2.807 -1.623 3.546
C: -2.617 -1.539 4.912
N: -1.877 -1.939 1.298
C: -1.735 -3.089 0.759
C: -1.775 -3.276 -0.690
C: -1.866 -4.534 -1.286
C: -2.016 -4.592 -2.660
C: -1.902 -3.432 -3.385
C: -1.820 -2.210 -2.731
N: -1.732 -2.126 -1.375
H: 0.142 -2.763 7.290
H: 0.597 -2.480 5.106
H: 0.251 -2.609 2.649
H: -3.783 -1.461 3.076
H: -3.386 -1.200 5.550
H: -1.666 -4.002 1.365
H: -1.789 -5.383 -0.675
H: -2.163 -5.550 -3.122
H: -2.061 -3.454 -4.468
H: -1.806 -1.271 -3.301
C: 2.500 2.418 -4.828
Si: 2.367 0.561 -4.529
C: 0.973 -0.205 -5.340
C: 3.909 -0.321 -5.070
Sb: 1.892 0.376 -1.852
Si: 2.926 -2.141 -1.043
C: 1.399 -3.088 -0.614
C: 4.273 -2.004 0.286
C: 3.736 -2.847 -2.600
Si: 3.661 2.126 -0.942
C: 2.894 3.846 -0.673
C: 4.250 1.512 0.777
C: 5.064 2.319 -2.275
H: 1.581 2.796 -5.341
H: 3.349 2.694 -5.465
H: 2.569 3.006 -3.904
H: 1.132 -0.454 -6.388
H: 0.046 0.382 -5.334
H: 0.673 -1.132 -4.816
H: 3.694 -1.392 -5.154
H: 4.841 -0.220 -4.522
H: 4.031 0.038 -6.126
H: 0.922 -2.836 0.335
H: 1.766 -4.195 -0.669
H: 0.685 -2.944 -1.420
H: 3.758 -1.743 1.242
H: 5.005 -1.244 0.123
H: 4.840 -2.940 0.489
H: 2.937 -2.899 -3.360
H: 4.081 -3.868 -2.407
H: 4.619 -2.277 -2.851
H: 3.092 4.431 -1.583
H: 3.368 4.382 0.160
H: 1.854 3.859 -0.513
H: 3.377 1.269 1.407
H: 4.761 2.268 1.391
H: 4.837 0.651 0.687
H: 5.556 3.303 -2.168
H: 4.610 2.302 -3.294
H: 5.811 1.512 -2.222

---

4.
A molecular structure, C31H60GaO5Si in a non-equilibrium geometry. Source: OMol25; level of theory: ωB97M-V/def2-TZVPD.

Results
Frontier orbital gap ... 6.36 eV
DFT total energy ... -3807.6647 hartree
Charge ... -1

Positions of all 98 atoms, in Å:
C: -1.483 5.308 -1.650
Si: -1.449 3.575 -0.875
C: -0.510 3.765 0.741
C: -0.461 2.512 -2.074
C: -0.476 1.014 -1.736
C: 0.655 0.208 -2.360
C: 0.674 -1.213 -1.760
C: 1.349 -1.290 -0.392
C: 1.459 -2.726 0.156
C: 1.076 -2.863 1.629
C: 1.642 -4.167 2.245
Ga: 0.411 -5.049 3.611
C: -3.211 2.948 -0.585
C: -4.266 3.868 -0.525
C: -5.582 3.456 -0.307
C: -5.901 2.113 -0.149
C: -4.863 1.185 -0.181
C: -3.550 1.603 -0.392
H: -0.677 5.924 -1.266
H: -1.401 5.168 -2.728
H: -2.422 5.836 -1.485
H: 0.446 4.224 0.481
H: -0.316 2.808 1.224
H: -1.046 4.425 1.420
H: -0.859 2.674 -3.079
H: 0.563 2.894 -2.103
H: -0.508 0.862 -0.656
H: -1.410 0.610 -2.125
H: 0.437 0.075 -3.419
H: 1.628 0.676 -2.206
H: -0.377 -1.476 -1.598
H: 1.069 -1.950 -2.459
H: 2.323 -0.800 -0.469
H: 0.767 -0.707 0.324
H: 2.510 -3.014 0.101
H: 0.877 -3.417 -0.451
H: 1.435 -2.008 2.204
H: -0.010 -2.912 1.739
H: 2.606 -3.938 2.708
H: 1.840 -4.888 1.448
H: 0.361 -4.238 5.015
H: 0.946 -6.555 3.901
H: -1.106 -5.184 3.034
H: -4.105 4.932 -0.633
H: -6.378 4.187 -0.257
H: -6.925 1.812 0.007
H: -5.085 0.137 -0.032
H: -2.786 0.839 -0.393
C: 3.051 7.829 -0.401
C: 2.551 6.553 -1.037
O: 1.740 5.847 -0.481
C: 3.107 6.193 -2.387
H: 2.572 7.965 0.566
H: 4.132 7.776 -0.260
H: 2.814 8.682 -1.040
H: 4.194 6.058 -2.333
H: 2.871 6.977 -3.111
H: 2.660 5.258 -2.716
C: 7.197 2.911 -2.941
C: 5.984 3.693 -3.380
O: 5.672 4.733 -2.845
C: 5.175 3.119 -4.516
H: 7.685 3.431 -2.119
H: 6.898 1.917 -2.605
H: 7.899 2.815 -3.770
H: 4.795 2.133 -4.243
H: 5.795 3.030 -5.410
H: 4.334 3.774 -4.732
C: 0.993 -1.774 6.843
C: 0.833 -2.777 7.959
O: 1.527 -3.760 8.052
C: -0.250 -2.485 8.976
H: 1.790 -2.093 6.176
H: 0.070 -1.699 6.268
H: 1.254 -0.801 7.267
H: -1.222 -2.445 8.482
H: -0.055 -1.529 9.467
H: -0.264 -3.273 9.725
C: -1.645 -10.767 2.181
C: -1.048 -9.544 1.515
O: -0.242 -9.657 0.619
C: -1.511 -8.207 2.026
H: -1.233 -11.666 1.725
H: -1.406 -10.765 3.245
H: -2.729 -10.768 2.055
H: -1.267 -8.099 3.083
H: -2.590 -8.112 1.884
H: -1.015 -7.410 1.480
C: -4.087 -1.715 -4.299
C: -3.280 -0.441 -4.346
O: -2.076 -0.458 -4.445
C: -4.045 0.859 -4.257
H: -3.418 -2.570 -4.368
H: -4.640 -1.772 -3.360
H: -4.791 -1.744 -5.133
H: -4.595 0.907 -3.315
H: -4.746 0.938 -5.090
H: -3.347 1.692 -4.300